# C5H12O

2 unconnected molecules or ions with the total composition C5H12O at a distorted geometry (ωB97M-V with the def2-TZVPD basis set, the OMol25 dataset).

```
! wB97M-V def2-TZVPD RIJCOSX def2/J DEFGRID3
* xyz 0 1
C 1.9055 -0.2846 -0.3943
O 1.1832 -0.0806 0.7896
C -0.1359 -0.1166 0.5562
C -0.2166 1.1511 -1.3697
C -0.7424 -1.4036 0.0313
C -0.9075 0.5656 1.6647
H 1.2036 0.2497 -1.1050
H 1.9762 -1.3440 -0.6638
H 2.8906 0.1620 -0.2512
H 0.2588 1.2874 -2.3848
H -1.2206 0.7953 -1.5460
H -0.1507 2.1308 -0.8970
H -0.2672 -1.7097 -0.9008
H -0.6832 -2.2467 0.7425
H -1.8004 -1.2179 -0.1661
H -1.2497 -0.1062 2.4740
H -0.2951 1.3510 2.1154
H -1.7978 1.0111 1.2165
*
```

Summary:
Kohn-Sham gap = 8.92 eV